# 1
{
  "formula": "C46H101N7O7",
  "method": "the ωB97M-V functional and the def2-TZVPD basis",
  "orbital_gap_ev": 7.9,
  "smiles": "CC1(C)CCCC(C)(C)N1O.CC1(C)CCCC(C)(C)N1O.CC1(C)CCCC(C)(C)N1O.CC1(C)CCCC(C)(C)N1O.CC1(C)CCCC(C)(C)N1O.NC(N)=O.O",
  "e_lumo_ev": 0.2,
  "elements": ["C", "O", "N", "N", "H", "H", "H", "H", "C", "C", "C", "C", "C", "C", "N", "O", "C", "C", "C", "H", "H", "H", "H", "H", "H", "H", "H", "H", "H", "H", "H", "H", "H", "H", "H", "H", "H", "H", "C", "C", "C", "C", "C", "C", "N", "O", "C", "C", "C", "H", "H", "H", "H", "H", "H", "H", "H", "H", "H", "H", "H", "H", "H", "H", "H", "H", "H", "H", "C", "C", "C", "C", "C", "C", "N", "O", "C", "C", "C", "H", "H", "H", "H", "H", "H", "H", "H", "H", "H", "H", "H", "H", "H", "H", "H", "H", "H", "H", "C", "C", "C", "C", "C", "C", "N", "O", "C", "C", "C", "H", "H", "H", "H", "H", "H", "H", "H", "H", "H", "H", "H", "H", "H", "H", "H", "H", "H", "H", "C", "C", "C", "C", "C", "C", "N", "O", "C", "C", "C", "H", "H", "H", "H", "H", "H", "H", "H", "H", "H", "H", "H", "H", "H", "H", "H", "H", "H", "H", "O", "H", "H"],
  "xyz": [[-5.9853, 1.9945, 1.3691], [-5.9269, 0.9360, 0.7994], [-7.0331, 2.7578, 1.3843], [-4.8840, 2.4002, 1.9316], [-6.8864, 3.5834, 1.9473], [-7.8646, 2.3030, 1.0352], [-4.0912, 1.7933, 1.7787], [-4.8825, 3.2067, 2.5396], [0.9801, 3.3884, 1.6567], [0.7989, 2.9756, 0.1918], [2.0001, 3.6759, -0.5900], [2.4115, 3.0813, -1.9638], [2.3822, 1.5665, -1.9649], [1.0975, 0.9294, -1.3780], [0.7515, 1.5398, -0.0813], [-0.3038, 0.9521, 0.5478], [-0.0691, 1.0157, -2.4978], [1.5298, -0.5819, -1.1794], [-0.4820, 3.6340, -0.3839], [-0.0368, 3.5661, 2.0066], [1.4839, 4.3477, 1.7751], [1.6463, 2.7699, 2.2582], [1.7249, 4.7287, -0.6529], [2.8925, 3.5874, 0.0297], [3.4091, 3.5206, -1.9719], [2.1198, 3.5302, -2.9133], [3.2806, 1.1713, -1.4910], [2.6233, 1.3333, -3.0020], [0.3243, 0.6245, -3.4361], [-0.9909, 0.5142, -2.2030], [-0.2776, 2.0738, -2.6557], [0.9111, -1.0579, -0.4187], [1.1601, -1.0465, -2.0935], [2.5324, -0.8053, -0.8147], [-0.3966, 4.6607, -0.0279], [-1.4328, 3.3143, 0.0425], [-0.5181, 3.7863, -1.4626], [0.1289, 0.4378, 1.2333], [2.1981, 3.3353, 11.6520], [0.8927, 2.8234, 11.0497], [-0.2266, 3.7804, 11.3833], [-1.4938, 3.5775, 10.5939], [-1.1556, 3.6101, 9.1615], [-0.1221, 2.5921, 8.6485], [0.9653, 2.7912, 9.5941], [2.1315, 2.1025, 9.2249], [-0.7409, 1.2001, 8.5628], [0.3630, 2.9050, 7.2582], [0.7507, 1.4750, 11.8000], [2.4723, 4.2504, 11.1271], [3.0965, 2.7791, 11.3844], [2.2773, 3.4643, 12.7314], [-0.6061, 3.5483, 12.3784], [0.2203, 4.7633, 11.2343], [-2.1229, 4.4482, 10.7792], [-1.8531, 2.6028, 10.9239], [-0.8912, 4.5963, 8.7797], [-2.1139, 3.4058, 8.6841], [-1.5497, 1.0938, 7.8399], [0.0558, 0.5307, 8.2382], [-1.0505, 0.8187, 9.5359], [0.7983, 2.0694, 6.7100], [-0.5805, 3.1413, 6.7664], [0.9289, 3.8354, 7.2110], [-0.0016, 0.7810, 11.4251], [0.4771, 1.6913, 12.8327], [1.6833, 0.9180, 11.8901], [1.8853, 1.2707, 9.6362], [4.2288, -0.4409, 4.5667], [5.0672, -1.6931, 4.7247], [4.6944, -2.2999, 6.0992], [3.6147, -3.3183, 6.1187], [3.8158, -4.4765, 5.1265], [4.6538, -4.1720, 3.8808], [4.6658, -2.7061, 3.6737], [4.8433, -2.3268, 2.4377], [6.1130, -4.5352, 4.1299], [4.0671, -4.9749, 2.7509], [6.5764, -1.2570, 4.9262], [3.1716, -0.7040, 4.5327], [4.4917, -0.0536, 3.5823], [4.4341, 0.1804, 5.4384], [5.5712, -2.5910, 6.6776], [4.3322, -1.4770, 6.7153], [2.5725, -3.0204, 6.0036], [3.6091, -3.9692, 6.9930], [2.8394, -4.8861, 4.8679], [4.4013, -5.2275, 5.6566], [6.5133, -4.3286, 5.1224], [6.3857, -5.4804, 3.6604], [6.6787, -3.9043, 3.4443], [3.6465, -5.9547, 2.9772], [3.0970, -4.5791, 2.4502], [4.5810, -4.8672, 1.7957], [6.7910, -0.4130, 5.5817], [6.8893, -0.8575, 3.9615], [7.2992, -2.0116, 5.2363], [4.1331, -1.7072, 2.2554], [0.9434, -4.5216, -6.5739], [0.2070, -3.8713, -7.7879], [0.0985, -2.3110, -7.5710], [1.4209, -1.5460, -7.6916], [2.0185, -1.7185, -9.0712], [2.1672, -3.2970, -9.4821], [0.9923, -4.1106, -9.0650], [0.9653, -5.3304, -9.5203], [2.2705, -3.2897, -11.0091], [3.6017, -3.8280, -8.9717], [-1.2050, -4.5192, -7.8964], [0.5940, -4.0616, -5.6496], [0.7364, -5.5694, -6.3563], [2.0187, -4.4677, -6.4036], [-0.5239, -1.8277, -8.3241], [-0.2743, -1.9827, -6.6008], [1.2317, -0.5022, -7.4408], [2.0868, -1.8481, -6.8833], [2.9693, -1.1874, -9.1149], [1.2688, -1.2595, -9.7156], [3.0085, -2.6034, -11.4243], [1.3519, -2.9887, -11.5128], [2.4129, -4.3371, -11.2754], [3.8246, -4.8785, -9.1586], [3.8393, -3.7915, -7.9086], [4.4409, -3.2084, -9.2878], [-1.8763, -3.9113, -8.5028], [-1.1624, -5.5702, -8.1822], [-1.7286, -4.6279, -6.9465], [0.3650, -5.0650, -10.2209], [-7.6047, -0.1178, -6.0035], [-6.1409, -0.0680, -5.7340], [-5.1936, -0.3538, -7.0012], [-5.0340, 0.9582, -7.8706], [-4.5557, 2.0800, -6.9315], [-5.4445, 2.4229, -5.7704], [-5.8240, 1.1723, -5.0278], [-6.5718, 1.3467, -3.8267], [-4.6049, 3.3455, -4.8519], [-6.6558, 3.4072, -6.0370], [-5.7918, -1.3075, -4.7643], [-7.9704, 0.7347, -6.5759], [-8.2010, -0.2307, -5.0981], [-7.9479, -0.7595, -6.8150], [-4.2467, -0.6407, -6.5437], [-5.7598, -1.1204, -7.5303], [-5.9572, 1.3276, -8.3171], [-4.4208, 1.0462, -8.7675], [-4.4147, 2.8676, -7.6717], [-3.5921, 1.7369, -6.5550], [-4.3126, 4.2386, -5.4043], [-5.0346, 3.6330, -3.8923], [-3.6742, 2.8571, -4.5631], [-6.3056, 4.2700, -6.6037], [-7.4182, 2.9498, -6.6675], [-7.2552, 3.7323, -5.1866], [-6.3074, -1.2669, -3.8048], [-4.7226, -1.3058, -4.5527], [-5.9292, -2.3252, -5.1297], [-6.0800, 1.0544, -3.0558], [-0.0105, -2.3242, 2.9181], [-0.5508, -3.0024, 2.5127], [0.8766, -2.6833, 2.9032]],
  "lowdin_charge": [-0.83, 0.03, 0.18, 0.16, 0.11, 0.13, 0.12, 0.11, -0.04, -0.48, -0.12, -0.19, -0.16, -0.42, -0.15, 0.00, -0.01, -0.02, -0.04, 0.08, 0.08, 0.09, 0.11, 0.11, 0.10, 0.11, 0.11, 0.12, 0.07, 0.08, 0.05, 0.06, 0.07, 0.07, 0.07, 0.08, 0.07, 0.10, -0.05, -0.52, -0.15, -0.19, -0.16, -0.54, -0.11, 0.00, -0.03, -0.03, -0.04, 0.09, 0.08, 0.09, 0.12, 0.13, 0.12, 0.12, 0.13, 0.12, 0.09, 0.08, 0.07, 0.09, 0.08, 0.10, 0.07, 0.08, 0.08, 0.08, -0.04, -0.45, -0.16, -0.18, -0.14, -0.50, -0.17, 0.00, -0.03, -0.04, -0.04, 0.09, 0.08, 0.09, 0.11, 0.11, 0.11, 0.11, 0.11, 0.11, 0.08, 0.08, 0.08, 0.09, 0.07, 0.09, 0.08, 0.07, 0.07, 0.10, -0.04, -0.41, -0.13, -0.22, -0.11, -0.41, -0.20, 0.01, -0.07, -0.04, -0.04, 0.07, 0.07, 0.07, 0.11, 0.11, 0.11, 0.11, 0.11, 0.11, 0.09, 0.08, 0.08, 0.07, 0.05, 0.07, 0.08, 0.08, 0.08, 0.12, -0.06, -0.48, -0.08, -0.16, -0.16, -0.46, -0.10, -0.01, -0.06, -0.04, -0.04, 0.07, 0.09, 0.08, 0.10, 0.11, 0.10, 0.10, 0.12, 0.12, 0.08, 0.08, 0.07, 0.07, 0.06, 0.08, 0.07, 0.07, 0.08, 0.10, -0.05, 0.03, 0.01]
}

# 2
{
  "formula": "C6H13N",
  "method": "the ωB97M-V functional and the def2-TZVPD basis",
  "orbital_gap_ev": [11.0, 8.1],
  "charge": 1,
  "multiplicity": 2,
  "e_lumo_ev": [-3.8, -7.1],
  "elements": ["C", "C", "C", "C", "C", "C", "N", "H", "H", "H", "H", "H", "H", "H", "H", "H", "H", "H", "H", "H"],
  "xyz": [[-0.8994, 2.4892, 1.4839], [-0.5266, 1.7317, 0.2619], [-0.5981, 0.2637, 0.5085], [0.2438, -0.5719, -0.3598], [1.0069, -0.3200, -1.4668], [0.6134, -2.8000, -0.9016], [0.3834, -1.8481, 0.1433], [-0.2038, 2.1709, 2.2394], [-0.7090, 3.5891, 1.2909], [-2.0289, 2.4480, 1.8325], [-1.0628, 1.9805, -0.6805], [0.5290, 1.9647, 0.0703], [-1.6291, 0.0379, 0.3514], [-0.1695, 0.1797, 1.5058], [2.0521, -0.7240, -1.6438], [0.7812, 0.5520, -2.1152], [0.1524, -2.5565, -1.9151], [0.3795, -3.8069, -0.6166], [1.7445, -2.7608, -1.0646], [-0.0589, -2.0194, 1.0761]],
  "mulliken_spin": [0.00, 0.02, 0.01, 0.10, 0.46, 0.02, 0.34, 0.00, 0.00, 0.00, 0.00, -0.01, 0.01, -0.01, 0.01, 0.02, -0.01, 0.01, 0.03, -0.02]
}

# 3
{
  "formula": "C23H13F10N2O2ReS4Te",
  "method": "the ωB97M-V functional and the def2-TZVPD basis",
  "orbital_gap_ev": [7.2, 3.0],
  "charge": 1,
  "multiplicity": 2,
  "e_lumo_ev": [-4.2, -8.4],
  "elements": ["Re", "F", "Te", "F", "F", "F", "F", "O", "S", "C", "N", "C", "C", "C", "N", "H", "H", "H", "H", "F", "C", "C", "C", "F", "C", "F", "C", "F", "C", "F", "O", "C", "C", "C", "C", "C", "S", "C", "C", "C", "C", "S", "C", "C", "C", "C", "S", "H", "H", "H", "H", "H", "H", "H", "H", "H"],
  "xyz": [[-1.0754, 0.3669, 0.5356], [-3.5481, 3.9024, 1.9002], [-2.7057, 2.3452, 2.4301], [-2.4793, 3.2835, 4.0702], [-2.3872, -0.3885, 1.8804], [-1.1327, 3.4479, 1.7996], [-4.4744, 1.6310, 2.4198], [-2.3378, 1.6351, 0.3326], [-0.3682, 0.7288, 2.7958], [1.1720, 1.6169, 2.7921], [1.2310, 2.9155, 2.4771], [2.4086, 3.5635, 2.4490], [3.5479, 2.8834, 2.7891], [3.3992, 1.5453, 3.1557], [2.2265, 0.9249, 3.1563], [0.3389, 3.3637, 2.1609], [2.3762, 4.6031, 2.1548], [4.5124, 3.3667, 2.7734], [4.2544, 0.9532, 3.4585], [2.2065, 0.7791, 0.3892], [1.6264, 1.4737, -0.6144], [0.2598, 1.3394, -0.8155], [-0.2097, 2.0858, -1.8992], [-1.5040, 2.0668, -2.2255], [0.5914, 2.8991, -2.6878], [0.0684, 3.5901, -3.6944], [1.9461, 2.9871, -2.4263], [2.7319, 3.7501, -3.1701], [2.4708, 2.2566, -1.3754], [3.7744, 2.3199, -1.0965], [-0.1589, -1.2252, 0.3730], [-0.5221, -2.2382, -0.6315], [0.7515, -2.5943, -1.3518], [1.5668, -1.7675, -2.0771], [2.7065, -2.4365, -2.5811], [2.7286, -3.7545, -2.2294], [1.3831, -4.1894, -1.2858], [-1.1493, -3.3954, 0.0901], [-0.7335, -3.9223, 1.2781], [-1.5016, -5.0500, 1.6611], [-2.4716, -5.3530, 0.7546], [-2.4745, -4.2718, -0.5641], [-1.5418, -1.5091, -1.4756], [-2.6787, -0.8997, -0.9485], [-3.4704, -0.2948, -1.9722], [-2.9444, -0.4812, -3.2045], [-1.4545, -1.3381, -3.1608], [1.3665, -0.7181, -2.2336], [3.4718, -1.9670, -3.1811], [3.4691, -4.4941, -2.4878], [0.0902, -3.5158, 1.8473], [-1.3445, -5.6114, 2.5699], [-3.1901, -6.1553, 0.7922], [-3.0753, -1.1195, 0.0336], [-4.4051, 0.2094, -1.7804], [-3.3383, -0.1433, -4.1501]],
  "mulliken_spin": [0.00, 0.00, 0.00, 0.00, 0.00, 0.00, 0.00, -0.01, 0.00, 0.00, 0.00, 0.00, 0.00, 0.00, 0.00, 0.00, 0.00, 0.00, 0.00, 0.02, 0.18, -0.08, 0.17, 0.05, 0.26, 0.05, 0.03, -0.01, 0.25, 0.04, 0.00, 0.00, 0.01, 0.02, 0.00, 0.00, 0.00, 0.00, 0.00, 0.00, 0.00, 0.00, 0.00, 0.00, 0.01, 0.00, 0.00, 0.00, 0.00, 0.00, 0.00, 0.00, 0.00, 0.00, 0.00, 0.00]
}

What did we get for E? Answer: -74090.1542 -7913.4319 -111066.7895 eV, in the order shown.